{
  "formula": "C13H16N2",
  "method": "ωB97M-V with the def2-TZVPD basis set",
  "species": ["C", "C", "C", "C", "C", "C", "C", "C", "C", "C", "C", "C", "C", "N", "N", "H", "H", "H", "H", "H", "H", "H", "H", "H", "H", "H", "H", "H", "H", "H", "H"],
  "positions_angstrom": [[4.230, -1.218, -0.444], [3.502, -2.156, 0.221], [3.845, 0.037, -0.653], [2.181, -1.851, 0.629], [1.559, 2.861, 0.052], [2.540, 0.323, -0.224], [1.679, -0.625, 0.336], [1.773, 1.552, -0.326], [0.248, -0.099, 0.732], [-4.734, 0.328, -0.391], [-0.847, -0.815, 0.042], [-3.457, -0.624, -0.422], [-2.206, 0.012, 0.266], [0.234, 2.663, 0.452], [0.379, 1.305, -0.127], [5.296, -1.483, -0.664], [3.972, -3.246, 0.184], [4.420, 0.735, -1.189], [1.735, -2.652, 1.276], [2.026, 3.885, 0.015], [-0.003, 0.025, 1.800], [-5.053, 0.510, 0.642], [-5.516, -0.009, -1.043], [-4.264, 1.235, -0.795], [-0.717, -0.816, -1.072], [-0.953, -1.751, 0.742], [-3.119, -0.839, -1.473], [-3.636, -1.562, 0.078], [-2.035, 0.993, -0.131], [-2.471, 0.128, 1.301], [-0.611, 3.155, 0.187]],
  "homo_energy_ev": -7.5,
  "fmax_ha_per_bohr": 0.0866
}


{
  "formula": "C13H16N2O",
  "method": "ωB97M-V with the def2-TZVPD basis set",
  "species": ["C", "C", "C", "C", "C", "C", "C", "C", "H", "H", "H", "O", "C", "C", "N", "C", "N", "C", "C", "H", "H", "H", "H", "H", "H", "H", "H", "H", "H", "H", "H", "H"],
  "positions_angstrom": [[0.498, 0.724, 3.411], [0.266, 1.044, 1.967], [-0.754, 1.911, 1.601], [-0.976, 2.213, 0.273], [-0.191, 1.642, -0.710], [0.817, 0.753, -0.361], [1.064, 0.459, 0.984], [2.169, -0.482, 1.360], [2.638, -0.887, 0.469], [1.784, -1.298, 1.970], [2.929, 0.039, 1.942], [1.656, 0.165, -1.295], [1.110, -0.275, -2.511], [0.323, -1.590, -2.350], [-0.844, -1.419, -1.531], [-0.988, -1.765, -0.229], [-2.142, -1.403, 0.253], [-2.787, -0.782, -0.769], [-2.000, -0.779, -1.883], [-2.162, -0.401, -2.871], [-3.772, -0.383, -0.638], [-0.230, -2.288, 0.318], [0.966, -2.335, -1.875], [0.029, -1.949, -3.341], [0.469, 0.483, -2.974], [1.968, -0.453, -3.165], [-0.372, 1.897, -1.743], [-1.765, 2.895, -0.006], [-1.377, 2.353, 2.364], [-0.170, 1.302, 4.044], [1.526, 0.942, 3.697], [0.317, -0.335, 3.598]],
  "homo_energy_ev": -8.2,
  "fmax_ha_per_bohr": 0.0145
}


{
  "formula": "C13H16N2O3",
  "method": "ωB97M-V with the def2-TZVPD basis set",
  "species": ["C", "H", "H", "H", "C", "N", "C", "O", "C", "N", "C", "O", "C", "H", "H", "H", "H", "C", "C", "C", "C", "C", "C", "H", "H", "O", "C", "H", "H", "H", "H", "H", "H", "H"],
  "positions_angstrom": [[3.398, 1.711, -2.054], [3.281, 1.003, -2.870], [4.375, 2.179, -2.135], [2.632, 2.478, -2.148], [3.277, 0.990, -0.714], [1.985, 0.366, -0.563], [1.776, -0.967, -0.722], [2.631, -1.800, -0.925], [0.277, -1.237, -0.540], [0.079, -2.312, 0.408], [-1.102, -2.966, 0.528], [-2.109, -2.607, -0.042], [-1.036, -4.157, 1.460], [-0.663, -3.852, 2.435], [-0.368, -4.910, 1.049], [-2.029, -4.583, 1.569], [0.918, -2.717, 0.798], [-0.245, 0.115, -0.139], [-1.520, 0.503, 0.206], [-1.737, 1.850, 0.505], [-0.678, 2.758, 0.440], [0.599, 2.364, 0.082], [0.807, 1.028, -0.208], [1.397, 3.087, 0.038], [-0.885, 3.790, 0.675], [-2.940, 2.371, 0.868], [-4.049, 1.505, 0.934], [-3.900, 0.717, 1.679], [-4.891, 2.128, 1.231], [-4.260, 1.047, -0.038], [-2.305, -0.234, 0.233], [-0.166, -1.531, -1.503], [3.430, 1.688, 0.114], [4.020, 0.191, -0.651]],
  "homo_energy_ev": -7.9,
  "fmax_ha_per_bohr": 0.0159
}


{
  "formula": "C13H16N2O5",
  "method": "ωB97M-V with the def2-TZVPD basis set",
  "species": ["C", "C", "C", "C", "C", "C", "C", "C", "C", "C", "C", "C", "C", "H", "H", "H", "H", "H", "H", "H", "H", "H", "H", "H", "H", "H", "H", "H", "H", "N", "N", "O", "O", "O", "O", "O"],
  "positions_angstrom": [[3.124, 0.053, -0.483], [1.567, -0.372, -0.331], [3.841, -0.993, 0.220], [5.464, -0.870, 0.381], [-0.653, 0.804, -0.729], [-0.935, 1.560, 0.651], [-1.440, -0.551, -0.785], [-2.851, -0.558, -0.408], [-3.824, 0.411, -0.716], [-3.316, -1.562, 0.449], [-5.093, 0.162, -0.394], [-4.638, -1.709, 0.900], [-5.567, -0.867, 0.411], [4.208, 1.725, -0.349], [3.060, 1.845, 0.868], [3.325, 0.120, -1.559], [3.504, -1.943, -0.167], [3.493, -0.997, 1.273], [6.799, 0.357, -0.351], [1.188, 1.550, -0.448], [-0.915, 1.463, -1.622], [-0.995, -1.399, -0.277], [-1.243, -0.812, -1.815], [-3.441, 1.297, -1.189], [-2.522, -2.304, 0.750], [-5.902, 0.971, -0.509], [-4.961, -2.529, 1.565], [-6.656, -0.897, 0.642], [-0.214, 2.713, 1.802], [3.323, 1.491, -0.081], [0.746, 0.601, -0.666], [1.322, -1.451, 0.039], [6.211, -1.315, 1.138], [5.855, 0.066, -0.475], [-2.027, 1.670, 1.278], [0.164, 2.269, 0.988]],
  "homo_energy_ev": -8.9,
  "fmax_ha_per_bohr": 0.1041
}


{
  "formula": "C13H17B2ClF8MoN4O4",
  "method": "ωB97M-V with the def2-TZVPD basis set",
  "species": ["Mo", "C", "N", "C", "C", "C", "N", "C", "C", "F", "C", "F", "C", "C", "F", "C", "F", "H", "H", "H", "H", "H", "H", "H", "H", "H", "H", "H", "O", "Cl", "O", "O", "O", "C", "C", "N", "H", "H", "H", "B", "C", "N", "H", "H", "H", "F", "B", "F", "F", "F"],
  "positions_angstrom": [[0.066, -0.285, -0.450], [3.131, 0.506, 0.006], [1.873, 0.379, 0.774], [2.169, -0.484, 1.954], [1.437, 1.698, 1.297], [0.058, 1.537, 1.904], [-0.703, 0.613, 1.052], [-2.075, 0.530, 1.395], [-2.584, -0.593, 2.033], [-1.761, -1.587, 2.368], [-3.934, -0.684, 2.323], [-4.392, -1.778, 2.933], [-4.801, 0.339, 1.996], [-4.296, 1.461, 1.371], [-5.110, 2.465, 1.034], [-2.951, 1.560, 1.075], [-2.480, 2.646, 0.447], [3.932, 0.843, 0.670], [3.009, 1.211, -0.809], [3.386, -0.462, -0.417], [2.805, 0.080, 2.640], [2.696, -1.377, 1.638], [1.253, -0.782, 2.456], [1.405, 2.399, 0.467], [2.160, 2.065, 2.030], [-0.446, 2.504, 1.961], [0.108, 1.134, 2.920], [-5.855, 0.259, 2.220], [-3.710, -0.633, -1.087], [-2.448, -0.918, -1.647], [-2.515, -1.524, -2.909], [-1.619, 0.335, -1.708], [-1.619, -1.717, -0.704], [1.184, 2.876, -3.649], [0.898, 2.084, -2.474], [0.677, 1.442, -1.554], [1.251, 3.930, -3.385], [0.386, 2.706, -4.369], [2.120, 2.516, -4.075], [1.811, -4.393, 1.116], [1.174, -3.093, 0.558], [0.783, -2.060, 0.200], [2.537, -3.987, 2.003], [0.920, -5.091, 1.532], [2.431, -4.890, 0.208], [0.679, -1.114, -2.366], [1.572, -0.762, -3.533], [2.673, -0.106, -2.977], [1.887, -1.920, -4.160], [0.829, 0.122, -4.311]],
  "homo_energy_ev": [-9.4, -9.2],
  "fmax_ha_per_bohr": 0.0025
}


{
  "formula": "C13H17BrInN3O5S",
  "method": "ωB97M-V with the def2-TZVPD basis set",
  "species": ["In", "O", "C", "O", "C", "O", "C", "C", "O", "O", "H", "H", "H", "H", "H", "Br", "C", "C", "C", "N", "C", "C", "H", "H", "H", "H", "C", "N", "C", "C", "N", "C", "S", "H", "H", "H", "H", "H", "H", "H", "H"],
  "positions_angstrom": [[1.860, 1.810, -0.016], [3.254, -1.342, 3.322], [2.521, -0.783, 2.387], [2.957, -0.204, 1.415], [1.051, -0.942, 2.703], [0.292, -0.497, 1.596], [-1.098, -0.481, 1.866], [-1.847, -0.237, 0.579], [-2.869, 0.344, 0.474], [-1.283, -0.750, -0.592], [4.204, -1.212, 3.169], [0.837, -1.992, 2.921], [0.841, -0.356, 3.604], [-1.451, -1.430, 2.288], [-1.349, 0.316, 2.569], [-0.334, 8.210, 2.382], [0.172, 6.500, 1.811], [-0.542, 5.855, 0.811], [-0.135, 4.593, 0.429], [0.913, 3.966, 0.974], [1.594, 4.603, 1.935], [1.264, 5.864, 2.387], [-1.393, 6.326, 0.341], [-0.674, 4.055, -0.344], [2.441, 4.075, 2.361], [1.843, 6.343, 3.163], [1.037, -4.138, -2.648], [-0.318, -3.632, -2.792], [-1.205, -4.095, -3.875], [-2.493, -3.276, -3.652], [-2.150, -2.475, -2.465], [-0.931, -2.743, -2.044], [-0.184, -2.000, -0.646], [1.615, -3.903, -3.542], [1.015, -5.221, -2.528], [1.518, -3.701, -1.777], [-1.365, -5.169, -3.788], [-0.737, -3.899, -4.839], [-3.355, -3.905, -3.442], [-2.726, -2.629, -4.494], [-2.790, -1.850, -2.004]],
  "total_charge": 2,
  "homo_energy_ev": -14.4,
  "fmax_ha_per_bohr": 0.0066
}


{
  "formula": "C13H17Cl2F3O12",
  "method": "ωB97M-V with the def2-TZVPD basis set",
  "species": ["C", "O", "C", "O", "O", "C", "H", "H", "H", "H", "H", "H", "C", "C", "O", "C", "O", "O", "F", "H", "H", "H", "C", "C", "O", "C", "O", "O", "F", "H", "H", "H", "C", "C", "O", "C", "O", "O", "F", "H", "H", "H", "C", "Cl", "Cl", "H", "H"],
  "positions_angstrom": [[5.355, -1.318, 4.721], [5.017, -1.023, 3.366], [4.221, 0.065, 3.155], [3.601, 0.751, 3.972], [4.234, 0.311, 1.834], [3.404, 1.374, 1.321], [5.927, -2.232, 4.878], [4.385, -1.466, 5.194], [5.820, -0.498, 5.268], [3.361, 1.293, 0.235], [3.783, 2.381, 1.495], [2.370, 1.169, 1.599], [0.887, 0.605, -4.528], [0.140, 1.904, -4.505], [-0.193, 1.976, -3.105], [-0.196, 0.696, -2.540], [-0.623, 0.346, -1.449], [0.376, -0.114, -3.338], [-0.925, 1.758, -5.341], [1.976, 0.602, -4.499], [0.581, 0.102, -5.445], [0.671, 2.784, -4.869], [-0.669, 1.139, 0.156], [0.780, 0.948, 0.597], [0.608, -0.183, 1.429], [-0.586, -0.056, 2.076], [-0.905, -0.711, 3.055], [-1.264, 0.818, 1.397], [1.326, 1.946, 1.265], [-1.004, 0.300, -0.454], [-0.965, 2.147, -0.135], [1.336, 0.821, -0.332], [-3.970, -0.373, -2.656], [-4.891, -0.410, -1.446], [-4.066, -0.996, -0.427], [-2.804, -0.745, -0.728], [-1.804, -1.077, -0.067], [-2.762, -0.177, -1.950], [-5.783, -1.339, -1.882], [-4.325, 0.364, -3.377], [-3.928, -1.323, -3.188], [-5.412, 0.476, -1.086], [-2.475, -2.586, 2.095], [-3.865, -1.692, 2.714], [-2.937, -3.475, 0.671], [-1.574, -1.985, 1.971], [-2.228, -3.298, 2.882]],
  "homo_energy_ev": -7.8,
  "fmax_ha_per_bohr": 0.3743
}


Respective electronic energy values: -614.30925, -689.71708, -840.24944, -990.64829, -2402.51732, -4207.85788, -2628.04635 Ha.